[1]
45
Properties=species:S:1:pos:R:3:lowdin_spin:R:1 method="wB97M-V/def2-TZVPD" spin_multiplicity=2 total_charge=0 gap_ev="8.438 / 9.333" de_lowest_ev=3.247 e_tot_ha=-8475.45706 e_homo_ev="-8.85 / -9.75" s_squared=0.7541
C -0.932 1.859 1.640 0.00
C 0.150 1.138 0.666 0.00
C 0.919 2.369 -0.024 0.00
C 1.899 1.724 -1.231 0.00
C 1.343 1.983 -2.773 0.00
O 2.560 2.713 -2.118 0.00
C 1.098 0.271 1.603 0.00
C 1.604 -1.118 1.027 0.03
C 1.314 -2.277 2.109 0.02
C 3.222 -1.029 0.982 0.01
N 1.179 -1.459 -0.347 0.34
O 1.484 -2.695 -0.663 0.55
C -0.246 -1.185 -0.640 0.03
C -1.291 -2.162 0.058 0.02
C -0.422 -1.437 -2.228 0.00
C -0.713 0.315 -0.394 0.00
H -1.964 1.901 1.190 0.00
H -0.971 1.403 2.668 0.00
H -0.614 2.946 1.791 0.00
H 0.210 3.069 -0.549 0.00
H 1.618 2.869 0.702 0.00
H 2.425 0.704 -1.011 0.00
H 0.352 2.453 -2.556 0.00
H 1.545 0.922 -3.070 0.00
H 0.656 0.053 2.630 0.00
H 2.010 0.920 1.823 0.00
H 0.215 -2.406 2.324 0.00
H 1.811 -3.250 1.845 0.00
H 1.802 -1.906 3.069 0.00
H 3.576 -1.230 2.032 0.00
H 3.660 -1.793 0.278 0.00
H 3.560 0.005 0.689 0.00
H -1.701 -1.710 1.005 0.00
H -0.839 -3.187 0.262 0.00
H -2.135 -2.341 -0.674 0.00
H -1.403 -0.946 -2.506 0.00
H -0.421 -2.544 -2.455 0.00
H 0.452 -0.954 -2.766 0.00
H -0.677 0.876 -1.385 0.00
H -1.819 0.261 -0.137 0.00
C -5.014 1.032 -0.575 0.00
Br -4.938 -0.007 1.059 0.00
Br -3.649 2.406 -0.613 0.00
Br -4.940 -0.095 -2.148 0.00
H -5.976 1.537 -0.588 0.00



[2]
92
Properties=species:S:1:pos:R:3:lowdin_charge:R:1 method="wB97M-V/def2-TZVPD" total_charge=+2 gap_ev="5.411 / 7.277" de_lowest_ev=0.000 e_tot_ha=-4968.71376 e_homo_ev="-12.24 / -12.77"
P 1.477 1.143 -3.119 1.19
C 3.111 1.520 -2.673 -0.35
C 3.936 0.865 -3.621 -0.10
H 3.503 0.061 -4.216 0.11
C 5.228 1.317 -3.795 -0.05
H 5.842 0.861 -4.564 0.12
C 5.709 2.363 -2.991 -0.03
H 6.725 2.721 -3.151 0.12
C 4.917 2.949 -1.991 -0.04
H 5.322 3.751 -1.369 0.12
C 3.605 2.525 -1.800 -0.04
H 2.957 2.941 -1.027 0.11
C 1.030 -0.549 -3.243 -0.37
C 1.738 -1.654 -2.710 -0.08
H 2.555 -1.496 -2.005 0.11
C 1.386 -2.935 -3.123 -0.06
H 1.937 -3.800 -2.746 0.12
C 0.363 -3.113 -4.066 -0.06
H 0.126 -4.116 -4.427 0.12
C -0.351 -2.018 -4.567 -0.06
H -1.127 -2.152 -5.321 0.12
C -0.056 -0.743 -4.131 -0.09
H -0.580 0.133 -4.517 0.11
C 0.262 2.394 -3.171 -0.34
C 0.616 3.042 -4.380 -0.11
H 1.533 2.723 -4.881 0.11
C -0.214 4.021 -4.879 -0.04
H 0.043 4.485 -5.826 0.12
C -1.362 4.388 -4.159 -0.03
H -2.005 5.167 -4.564 0.12
C -1.687 3.779 -2.936 -0.04
H -2.575 4.095 -2.383 0.12
C -0.881 2.761 -2.423 -0.06
H -1.089 2.285 -1.464 0.07
Sn 0.195 0.143 2.508 0.70
C -1.556 -1.203 1.767 -0.11
C -1.933 -1.492 0.525 -0.34
H -2.011 -1.546 2.707 0.04
C -1.148 -0.857 -0.646 -0.39
O -2.164 -0.112 -1.368 -0.07
H -1.717 0.415 -2.055 0.06
C -0.021 0.019 -0.323 -0.04
H -0.899 -1.699 -1.324 0.11
C 0.570 0.597 0.703 -0.43
Cl 2.222 1.718 2.873 0.04
P -1.397 2.226 2.629 0.78
P 1.796 -1.896 2.425 0.78
C -0.821 3.178 4.055 -0.24
H 0.256 3.363 3.962 0.02
H -1.012 2.634 4.989 0.04
H -1.374 4.125 4.049 0.06
C -1.562 3.379 1.257 -0.23
H -2.277 2.997 0.518 0.05
H -0.593 3.540 0.768 0.05
H -1.926 4.329 1.671 0.06
C -3.043 1.621 3.067 -0.24
H -2.980 0.946 3.931 0.05
H -3.485 1.084 2.217 0.04
H -3.661 2.494 3.316 0.06
C 2.562 -2.074 4.055 -0.23
H 1.903 -2.659 4.708 0.06
H 2.721 -1.088 4.511 0.04
H 3.519 -2.595 3.922 0.06
C 0.970 -3.480 2.120 -0.24
H 0.556 -3.507 1.103 0.04
H 0.149 -3.608 2.838 0.06
H 1.698 -4.293 2.244 0.07
C 3.178 -1.813 1.260 -0.22
H 3.549 -0.783 1.189 0.05
H 2.867 -2.161 0.267 0.03
H 3.974 -2.462 1.649 0.06
P -3.343 -2.607 0.038 0.91
C -3.898 -3.560 1.459 -0.17
C -2.704 -3.679 -1.264 -0.16
H -4.153 -2.872 2.281 0.07
H -3.098 -4.250 1.776 0.07
H -4.790 -4.136 1.155 0.08
H -2.356 -3.083 -2.118 0.05
H -3.500 -4.358 -1.598 0.08
H -1.863 -4.269 -0.871 0.07
C -4.666 -1.578 -0.614 -0.17
H -5.015 -0.905 0.180 0.07
H -5.493 -2.214 -0.958 0.07
H -4.259 -0.977 -1.437 0.05
H 1.412 1.249 0.403 0.03
Cl -0.915 1.022 7.602 0.65
C -0.451 -0.462 6.736 -1.49
Cl 0.725 -1.418 7.648 0.66
Cl -1.895 -1.439 6.384 0.61
C 0.262 0.016 5.455 -0.79
O 1.370 0.551 5.496 -0.03
O -0.474 -0.229 4.395 -0.29



[3]
75
Properties=species:S:1:pos:R:3:lowdin_spin:R:1 method="wB97M-V/def2-TZVPD" spin_multiplicity=2 total_charge=+1 gap_ev="8.356 / 8.458" de_lowest_ev=0.783 e_tot_ha=-3453.41123 e_homo_ev="-10.32 / -10.42" s_squared=0.7728
Co -0.303 -0.986 0.489 1.03
C 5.300 1.909 2.018 0.00
C 4.190 1.168 2.669 0.00
N 3.961 1.109 3.938 0.00
N 2.825 0.340 4.016 0.00
C 2.327 -0.057 2.844 0.01
S 0.947 -1.013 2.685 0.02
N 3.227 0.451 1.966 0.00
N 3.093 0.372 0.583 0.00
H 6.028 2.184 2.776 0.00
H 4.933 2.823 1.546 0.00
H 5.790 1.303 1.256 0.00
H 2.391 0.163 4.906 0.00
H 3.100 1.302 0.191 0.00
H 3.843 -0.189 0.196 0.00
C -0.979 -5.373 -0.191 0.00
C -2.355 -5.402 -0.008 0.00
C -2.985 -4.276 0.485 0.00
C -2.234 -3.144 0.780 0.00
N -0.916 -3.084 0.511 0.00
C -0.311 -4.192 0.061 0.00
C -2.777 -1.933 1.430 -0.01
C -4.013 -1.935 2.082 0.00
C -4.456 -0.798 2.737 0.00
C -3.650 0.337 2.748 0.00
C -2.421 0.325 2.100 -0.01
C -1.954 -0.805 1.430 -0.06
H -0.431 -6.238 -0.541 0.00
H -2.927 -6.292 -0.239 0.00
H -4.056 -4.271 0.637 0.00
H 0.754 -4.135 -0.108 0.00
H -4.626 -2.829 2.107 0.00
H -5.411 -0.800 3.245 0.00
H -3.974 1.227 3.276 0.00
H -1.809 1.218 2.160 0.00
O -2.064 -0.563 -1.419 0.02
C -1.982 -1.064 -2.768 0.00
C -0.704 -1.855 -2.888 0.00
C 0.521 -0.942 -2.648 0.00
C 1.632 -1.666 -1.941 0.00
C 2.684 -2.235 -2.647 0.00
C 3.693 -2.887 -1.963 0.00
C 3.616 -2.964 -0.581 0.00
C 2.524 -2.399 0.053 0.00
N 1.544 -1.759 -0.599 0.00
H -2.769 -1.001 -0.928 0.00
H -1.969 -0.201 -3.435 0.00
H -2.857 -1.666 -3.018 0.00
H -0.649 -2.345 -3.864 0.00
H -0.725 -2.639 -2.129 0.00
H 0.223 -0.114 -2.004 0.00
H 0.875 -0.528 -3.592 0.00
H 2.700 -2.165 -3.729 0.00
H 4.528 -3.324 -2.497 0.00
H 4.378 -3.464 0.004 0.00
H 2.418 -2.448 1.129 0.00
C -0.281 6.151 -0.540 0.00
C -1.296 5.265 -1.262 0.00
C -0.677 4.559 -2.465 0.00
C -1.995 4.260 -0.344 0.00
N -1.181 3.096 0.050 0.00
C -1.294 1.849 -0.366 0.00
N -0.336 1.141 0.165 0.00
N 0.398 1.996 0.932 0.00
N -0.102 3.181 0.861 0.00
H 0.294 6.726 -1.269 0.00
H 0.417 5.567 0.061 0.00
H -0.781 6.861 0.124 0.00
H -2.107 5.906 -1.616 0.00
H 0.141 3.899 -2.157 0.00
H -0.264 5.288 -3.163 0.00
H -1.413 3.958 -3.009 0.00
H -2.853 3.836 -0.863 0.00
H -2.339 4.739 0.570 0.00
H -2.066 1.471 -1.021 0.00



[4]
15
Properties=species:S:1:pos:R:3:lowdin_charge:R:1 method="wB97M-V/def2-TZVPD" total_charge=0 gap_ev=7.551 de_lowest_ev=3.712 e_tot_ha=-379.00459 e_homo_ev=-6.88
C 2.235 0.083 -1.640 -0.49
C -1.325 0.906 1.210 -0.09
C 0.466 -0.644 0.166 -0.30
N -0.440 -1.453 -0.506 -0.05
N -0.344 0.785 0.126 -0.10
O 1.667 1.089 -1.666 0.13
O 2.870 -0.874 -1.858 0.16
H -1.888 1.805 1.066 0.08
H -1.797 -0.059 1.214 0.07
H -0.880 0.863 2.181 0.08
H 0.398 -0.840 1.255 0.05
H -0.774 -2.125 0.159 0.06
H 0.136 -1.880 -1.241 0.07
H 0.369 1.531 0.416 0.16
H -0.692 0.815 -0.884 0.17